# 1
Entry from OMol25: 2 unconnected molecules or ions with the total composition C4H13NOS in a non-equilibrium geometry (the ωB97M-V functional and the def2-TZVPD basis).

CARTESIAN COORDINATES (ANGSTROEM)
C  -1.83823  1.46823  -0.41784
C  -0.87560  0.19134  -0.16487
N  -1.86296  -0.97516  -0.26482
C  0.04958  0.42277  1.00102
C  1.49193  0.15927  0.79065
S  1.97815  1.65880  -0.16069
H  -1.31667  2.21636  -1.09040
H  -2.77396  1.27199  -0.93327
H  -2.13159  2.30699  0.26369
H  -0.26315  0.18749  -1.06611
H  -1.33145  -1.71911  0.09453
H  -1.96729  -1.14999  -1.29611
H  -0.34333  -0.22372  1.90675
H  -0.07228  1.47766  1.46133
H  1.58377  -0.67549  0.12004
H  2.10310  -0.00810  1.65752
H  2.64871  2.34574  0.74411
O  -0.73452  -3.84237  -0.37302
H  -1.54460  -4.43328  -0.47917
H  -0.29083  -4.02196  -1.22783

Calculated values
* electronic energy: -18729.94005 eV
* spin multiplicity: 1
* energy relative to the best compared isomer or geometry (same formula, charge and spin): 47.8 kcal per mole
* net charge: 0

Atom charges from the Löwdin analysis, given in e for atoms 1 to 5: -0.089 -0.414 0.026 -0.350 -0.516

# 2
Entry from OMol25: 2 unconnected molecules or ions with the total composition C4H13NOS in a non-equilibrium geometry (the ωB97M-V functional and the def2-TZVPD basis).

CARTESIAN COORDINATES (ANGSTROEM)
C  0.12932  -0.11172  2.60681
S  0.77571  -1.73125  2.01808
C  -0.07869  -1.84065  0.41972
C  0.54581  -0.87921  -0.61993
C  -0.51706  -0.57342  -1.75050
N  -0.72603  0.86160  -1.88030
H  -0.26445  -0.27609  3.60661
H  -0.62839  0.39084  2.00695
H  0.98344  0.56436  2.61767
H  -1.16041  -1.78473  0.58995
H  0.03632  -2.88018  0.09451
H  1.38725  -1.51354  -0.92943
H  0.99706  -0.02579  -0.12157
H  -0.09575  -1.03551  -2.64208
H  -1.43376  -1.00683  -1.38258
H  -1.66474  1.20445  -1.71083
H  -0.37505  1.19790  -2.77519
O  0.65166  3.47656  -0.23504
H  0.35042  2.58422  -0.50670
H  1.08733  3.37902  0.59386

Calculated values
* electronic energy: -18731.00635 eV
* spin multiplicity: 1
* energy relative to the best compared isomer or geometry (same formula, charge and spin): 23.2 kcal per mole
* net charge: 0

Atom charges from the Löwdin analysis, given in e for atoms 1 to 5: -0.398 0.777 -0.555 -0.240 -0.252

# 3
Entry from OMol25: 2 unconnected molecules or ions with the total composition C4H13NOS (the ωB97M-V functional and the def2-TZVPD basis).

CARTESIAN COORDINATES (ANGSTROEM)
C  -2.00313  -0.30168  -1.93586
C  -0.88811  -0.38699  -0.89100
N  -0.21383  -1.68176  -0.86080
C  0.15073  0.68557  -1.18273
C  1.23060  0.91256  -0.12760
S  0.63258  1.60469  1.43546
H  -1.61372  -0.27202  -2.95812
H  -2.58100  0.62160  -1.80331
H  -2.67879  -1.15037  -1.85944
H  -1.34771  -0.21166  0.08261
H  -0.82532  -2.47405  -0.69500
H  0.31445  -1.84706  -1.70435
H  0.65343  0.36686  -2.11071
H  -0.33053  1.62547  -1.44184
H  1.82836  0.00826  0.01350
H  1.93356  1.65710  -0.49897
H  -0.03708  0.55006  1.82822
O  0.43602  -1.83609  1.99493
H  0.33026  -1.72933  1.03434
H  1.39140  -1.87417  2.15218

Calculated values
* electronic energy: -18732.01111 eV
* spin multiplicity: 1
* energy relative to the best compared isomer or geometry (same formula, charge and spin): 0.0 kcal per mole
* net charge: 0

Atom charges from the Löwdin analysis, given in e for atoms 1 to 5: -0.070 -0.474 0.026 -0.258 -0.566

# 4
Entry from OMol25: 2 unconnected molecules or ions with the total composition C4H13NOS in a non-equilibrium geometry (the ωB97M-V functional and the def2-TZVPD basis).

CARTESIAN COORDINATES (ANGSTROEM)
C  -2.51407  -0.58934  1.12309
C  -1.21103  -0.24746  0.26926
C  -0.45383  0.87876  0.94978
C  1.07410  1.12020  0.52492
S  2.18363  -0.28418  0.94942
N  -1.54496  0.05843  -1.11218
H  -3.04216  0.35127  1.24195
H  -2.26786  -0.87844  2.16764
H  -3.32586  -1.21436  0.63293
H  -0.63213  -1.28114  0.28530
H  -0.88793  1.84590  0.62446
H  -0.44519  0.77354  2.06349
H  1.11089  1.26350  -0.60435
H  1.35808  2.01512  1.06372
H  1.71981  -0.62561  2.31562
H  -2.56677  -0.22371  -1.39035
H  -1.42764  1.04813  -1.23339
H  0.41762  0.06635  -3.80857
H  -0.27252  -0.51756  -2.66137
O  0.59592  -0.68227  -3.16311

Calculated values
* electronic energy: -18721.69507 eV
* spin multiplicity: 2
* energy relative to the best compared isomer or geometry (same formula, charge and spin): 45.3 kcal per mole
* ⟨S²⟩: 0.75
* net charge: +1

Atom charges from the Löwdin analysis, given in e for atoms 1 to 5: -0.058 -0.475 -0.215 -0.432 1.078

# 5
Entry from OMol25: 2 unconnected molecules or ions with the total composition C4H13NOS2 in a non-equilibrium geometry (the ωB97M-V functional and the def2-TZVPD basis).

CARTESIAN COORDINATES (ANGSTROEM)
C  3.68036  -0.34866  -1.77746
S  2.18419  0.07307  -2.68427
S  0.92039  0.63249  -1.11318
C  -0.49268  -0.50663  -1.42257
C  -1.40290  -0.32837  -0.22901
C  -0.91790  -1.18596  0.88224
N  -1.57444  1.05641  0.40630
H  4.19832  0.49411  -1.29323
H  3.75686  -1.13190  -0.91588
H  4.46059  -0.76063  -2.42918
H  -1.11379  -0.31381  -2.45816
H  -0.35063  -1.61727  -1.70697
H  -2.52881  -0.55864  -0.49281
H  -1.69845  -1.26304  1.60517
H  -0.10973  -0.61225  1.52393
H  -0.29838  -2.17909  0.55761
H  -0.91395  1.66006  -0.04017
H  -2.40581  1.46291  0.57471
O  -1.89838  1.56462  3.97671
H  -1.13523  1.49912  3.42197
H  -2.35964  2.36346  3.61427

Calculated values
* electronic energy: -29564.74088 eV
* spin multiplicity: 1
* energy relative to the best compared isomer or geometry (same formula, charge and spin): 60.9 kcal per mole
* net charge: 0

Atom charges from the Löwdin analysis, given in e for atoms 1 to 5: -0.550 0.460 0.526 -0.548 -0.555

# 6
Entry from OMol25: 4 unconnected molecules or ions with the total composition C4H13NOS2 in a non-equilibrium geometry (the ωB97M-V functional and the def2-TZVPD basis).

CARTESIAN COORDINATES (ANGSTROEM)
S  -4.10808  1.07159  0.06638
S  3.13975  -0.64212  -0.00092
C  2.05591  -0.68174  1.48142
C  0.54418  -1.03782  1.20361
N  -0.31428  0.10600  0.83838
C  -1.50396  -0.37971  0.07628
C  -1.20345  -0.51925  -1.46969
H  3.17830  1.26605  0.24790
H  2.17610  0.27887  2.01490
H  2.43784  -1.43646  2.17211
H  0.20897  -1.66782  2.05086
H  0.59215  -1.64423  0.27255
H  -0.59837  0.58426  1.67787
H  -2.05208  -1.19994  0.47883
H  -2.26396  0.48016  0.05448
H  -2.20031  -0.45817  -1.91164
H  -0.66555  -1.46795  -1.72407
H  -0.68125  0.30954  -1.97185
H  2.26695  0.68458  -1.28922
H  2.05685  1.25298  -2.68586
O  1.82605  1.41760  -1.76119

Calculated values
* electronic energy: -29560.40797 eV
* spin multiplicity: 1
* energy relative to the best compared isomer or geometry (same formula, charge and spin): 160.9 kcal per mole
* net charge: 0

Atom charges from the Löwdin analysis, given in e for atoms 1 to 5: 0.140 0.664 -0.577 -0.285 -0.056

# 7
Entry from OMol25: 2 unconnected molecules or ions with the total composition C4H13NP in a non-equilibrium geometry (the ωB97M-V functional and the def2-TZVPD basis).

CARTESIAN COORDINATES (ANGSTROEM)
C  -3.44052  -1.04878  -0.04417
C  -2.83547  1.22822  0.03122
C  5.95323  0.33142  -0.07675
C  -1.03669  -0.26978  0.08410
N  -2.43897  -0.12397  0.51390
P  4.24844  -0.29603  0.08712
H  -4.27654  -1.39809  0.55272
H  -3.82662  -0.58582  -1.02001
H  -3.02852  -2.05426  -0.38284
H  -3.83582  1.29440  0.22708
H  -2.35837  2.11172  0.26273
H  -2.91766  1.24838  -1.11784
H  6.24339  0.32785  -1.19680
H  6.63237  -0.11915  0.63910
H  6.19166  1.28559  0.40890
H  -0.49760  -0.84143  0.81583
H  -0.70289  0.53320  -0.55498
H  -2.62753  -0.05136  1.48196
H  4.55412  -1.57209  -0.71127

Calculated values
* electronic energy: -15125.37446 eV
* spin multiplicity: 1
* energy relative to the best compared isomer or geometry (same formula, charge and spin): 142.7 kcal per mole
* net charge: +1

Atom charges from the Löwdin analysis, given in e for atoms 1 to 5: -0.011 -0.028 -0.554 0.187 -0.206

# 8
Entry from OMol25: 3 unconnected molecules or ions with the total composition C4H13NS in a non-equilibrium geometry (the ωB97M-V functional and the def2-TZVPD basis).

CARTESIAN COORDINATES (ANGSTROEM)
C  -0.06191  0.70042  1.46992
C  -1.23606  0.25523  0.60323
C  -1.65045  -1.21231  0.59123
N  0.12693  2.16946  1.41917
H  -0.24539  0.37239  2.51813
H  0.87754  0.20022  1.16624
H  -0.99633  0.56295  -0.42664
H  -2.10625  0.86023  0.95152
H  -0.79399  -1.86943  0.33304
H  -2.07789  -1.47507  1.56275
H  -2.45940  -1.36682  -0.17200
H  0.96673  0.65663  -0.57599
H  0.80699  2.40559  2.14416
H  0.58201  2.34160  0.52844
C  1.62495  -0.88432  -2.53395
S  1.79282  -1.05888  -0.75372
H  1.99637  -1.83875  -3.00860
H  0.60797  -0.75324  -2.90506
H  2.24538  -0.06590  -2.91188

Calculated values
* electronic energy: -16681.57869 eV
* spin multiplicity: 1
* energy relative to the best compared isomer or geometry (same formula, charge and spin): 57.9 kcal per mole
* net charge: 0

Atom charges from the Löwdin analysis, given in e for atoms 1 to 5: -0.388 -0.316 -0.126 -0.010 0.122